The following is a quantum chemistry calculation of a 8-piece molecular cluster, C39H54F24O17S overall at a distorted geometry, from OMol25.

XYZ file:
```
135
C39H54F24O17S ωB97M-V/def2-TZVPD
S -2.601 3.001 0.057
F 6.769 0.713 -4.397
F -8.358 5.843 14.987
F -5.715 7.006 7.312
F -1.998 -1.114 1.319
F -4.397 -7.375 -0.059
F -8.907 3.746 15.025
F 11.313 -7.282 -4.217
F -2.548 4.366 -3.431
F 10.499 -8.492 -5.818
F 6.082 0.244 -6.397
F 7.236 -1.206 -5.277
F -3.602 5.071 -1.752
F -4.097 -5.291 -0.570
F -0.936 0.671 0.704
F 8.208 -14.098 -9.985
F 6.861 -12.606 -9.192
F 9.598 -8.534 -3.852
F -10.441 5.270 14.954
F 6.586 -14.696 -8.685
F -2.732 -6.795 -1.302
F -6.709 5.182 7.933
F -4.070 3.184 -2.621
F 0.135 -0.987 1.582
F -4.586 5.426 8.249
O 4.170 0.128 -4.245
O -4.006 3.128 0.241
O 4.752 -2.024 -4.535
O 9.543 -13.989 -7.616
O -1.967 4.238 0.918
O -1.777 -1.174 -1.340
O 8.065 -6.563 -4.948
O -6.402 5.079 5.278
O 9.928 -5.668 -5.833
O -1.478 -6.671 1.116
O 0.388 -1.696 -1.044
O -4.224 4.676 5.651
O 7.761 -12.963 -6.708
O -3.288 -5.632 1.952
O -10.170 4.860 12.277
O -7.939 4.850 12.548
O -2.166 3.386 -1.550
C -1.726 -1.650 -2.701
C 2.980 -0.693 -2.276
C 7.511 -13.745 -8.904
C -1.212 7.598 -3.070
C -0.123 8.531 -3.583
C 6.285 -0.268 -5.172
C -0.890 7.888 -0.611
C -2.479 7.409 -3.872
C 10.170 -7.734 -4.756
C -2.616 -5.437 3.210
C -1.769 7.221 0.492
C -6.275 4.577 3.932
C -0.863 -0.674 0.754
C 2.886 -0.272 -3.726
C 9.420 -11.592 -5.561
C -0.654 -1.260 -0.647
C -9.229 4.943 14.503
C 8.918 -3.528 -5.230
C -3.461 -6.430 -0.246
C 8.478 -12.774 -5.474
C -0.873 6.725 1.636
C -9.197 4.890 12.970
C -7.907 6.108 10.458
C 9.239 -6.588 -5.171
C -3.121 4.003 -2.296
C -6.295 3.064 3.904
C -1.689 6.393 2.925
C -1.666 -4.261 3.149
C 8.421 -13.584 -7.679
C -2.595 -6.262 1.010
C -5.294 5.067 6.009
C -5.575 5.672 7.390
C -0.528 4.260 0.847
C 9.175 -4.541 -6.324
C -7.750 4.758 11.123
C -1.832 -3.159 -2.758
C -0.981 7.000 -1.865
C 0.106 5.615 1.251
C 4.986 -0.855 -4.605
H -0.823 -1.290 -3.193
H -1.870 -3.500 -3.792
H 0.295 9.057 -2.723
H 0.625 7.903 -4.057
H 0.723 5.985 0.430
H 1.989 -0.919 -1.875
H -6.276 2.702 2.876
H 2.241 0.600 -3.819
H 3.606 -1.578 -2.161
H 8.420 -2.653 -5.631
H -5.376 4.976 3.463
H -8.921 6.491 10.575
H -2.729 -3.499 -2.239
H -2.106 -6.352 3.512
H 2.459 -1.060 -4.346
H -1.536 7.185 3.654
H -2.483 7.931 0.914
H -7.190 2.684 4.398
H -2.574 -1.197 -3.210
H -2.742 6.443 2.642
H -0.259 7.585 1.915
H 8.248 -4.879 -6.785
H 8.292 -3.948 -4.443
H 9.004 -13.688 -5.199
H 8.879 -10.695 -5.861
H -0.890 5.925 -1.745
H -0.149 3.494 1.528
H 10.197 -11.763 -6.306
H -7.684 6.033 9.393
H 3.433 0.101 -1.678
H -7.129 4.971 3.383
H -2.845 8.411 -4.108
H 9.783 -4.094 -7.110
H -0.136 3.977 -0.133
H -3.216 6.916 -3.250
H -2.359 6.435 0.026
H -1.459 5.411 3.328
H -0.562 9.229 -4.301
H -2.191 -3.363 2.823
H -0.979 -3.633 -2.271
H -0.861 -4.440 2.436
H -7.234 6.839 10.912
H 0.144 7.937 -0.247
H 9.899 -11.412 -4.600
H 7.724 -12.593 -4.711
H -8.431 4.020 10.699
H -1.222 -4.076 4.127
H -5.435 2.649 4.430
H -3.398 -5.247 3.943
H -2.332 6.885 -4.823
H -1.238 8.892 -0.831
H -6.737 4.387 10.977
H 9.857 -3.220 -4.767
H 0.800 5.418 2.067
```

E_HOMO: -7.380 eV
Charge: 0

---

The following is a quantum chemistry calculation of C39H55B2CrN11S3SeSi as an isolated structure at a distorted geometry, from OMol25.

XYZ file:
```
113
C39H55B2CrN11S3SeSi ωB97M-V/def2-TZVPD
Se -2.469 -3.086 -2.825
Cr 0.615 0.111 -0.286
S 2.637 -0.328 1.151
S -1.084 -0.835 1.306
S 0.324 2.438 0.918
Si -4.567 -3.182 -2.165
N 0.577 -0.900 3.494
N -0.518 1.425 3.337
N -0.198 -2.862 2.934
N -2.062 2.556 2.303
N -0.958 1.646 -2.343
N 2.040 1.270 3.295
N 1.888 0.717 -1.811
N 3.773 -8.896 -3.249
N -0.969 0.606 -1.465
N 1.515 1.567 -2.798
N 3.804 1.948 2.226
C -0.765 2.154 2.222
C 1.007 -1.733 -0.866
C -5.227 -4.944 -2.004
C -5.767 -2.306 -3.336
C 3.599 2.822 3.288
C -0.202 -1.547 2.604
C 3.386 0.592 -3.467
C -3.059 0.953 -2.184
C 2.508 2.393 3.942
C 2.833 0.999 2.245
C -2.240 0.183 -1.369
C -4.824 -2.382 -0.467
C -0.855 -5.235 3.130
C -0.873 -4.158 0.900
C -2.917 3.392 1.390
C 3.206 -4.478 -1.392
C 3.371 -7.869 -2.921
C 1.406 -2.812 -1.251
C -2.196 1.844 -2.795
C 4.840 2.155 1.159
C 5.665 0.882 0.979
C -1.656 1.384 4.118
C 1.560 -6.194 -2.820
C 1.122 -1.828 4.359
C 2.396 1.511 -3.793
C 5.785 3.278 1.581
C 4.128 2.558 -0.129
C -1.119 -3.927 2.386
C 1.899 -4.085 -1.699
C 3.009 0.114 -2.221
C 0.645 -3.039 4.024
C -3.414 4.598 2.194
C 2.866 -6.574 -2.510
C -2.185 3.907 0.156
C 1.075 -4.960 -2.419
C -2.559 -3.494 2.651
C -4.083 2.514 0.939
C -2.611 2.080 3.488
C 3.689 -5.710 -1.793
B 0.301 2.523 -2.635
B 0.727 0.622 3.799
H -4.043 -2.733 0.215
H -3.711 1.665 0.363
H -4.748 3.100 0.301
H 6.487 1.094 0.293
H 3.838 -3.803 -0.828
H -1.311 4.504 0.410
H -3.636 2.250 3.761
H -2.569 5.161 2.596
H -1.543 -4.951 0.559
H 0.053 -4.660 -2.642
H 3.600 3.505 0.009
H 0.128 3.109 -3.682
H -1.070 -5.161 4.199
H -5.034 -5.478 -2.940
H -6.307 -4.972 -1.798
H -5.508 -2.575 -4.364
H -5.804 -2.615 -0.030
H -2.380 2.621 -3.521
H -2.713 -3.300 3.717
H 2.258 2.124 -4.669
H 0.923 -6.872 -3.375
H 4.235 0.294 -4.058
H 2.009 2.800 4.805
H 0.842 -3.997 4.462
H 0.755 0.710 5.011
H -2.811 -2.596 2.087
H 5.275 4.239 1.659
H -4.740 -1.290 -0.540
H -2.497 -0.658 -0.748
H 4.232 3.663 3.488
H 6.084 0.560 1.937
H 0.518 3.273 -1.707
H -4.665 2.136 1.782
H 3.471 -0.635 -1.602
H 1.795 -1.539 5.148
H 0.158 -4.478 0.735
H -2.899 4.535 -0.384
H 0.171 -5.581 2.987
H 6.547 3.373 0.807
H -3.235 -4.293 2.340
H -1.686 0.838 5.046
H 3.403 1.805 -0.429
H 5.065 0.070 0.572
H -4.706 -5.480 -1.202
H 6.289 3.057 2.526
H -5.688 -1.217 -3.249
H 4.860 2.673 -0.933
H 4.702 -6.010 -1.554
H -1.864 3.100 -0.500
H -3.984 5.254 1.534
H -4.064 4.311 3.023
H -1.059 -3.277 0.287
H -6.810 -2.592 -3.149
H -1.520 -5.988 2.707
H -4.118 0.844 -2.339
```

Relative energy (zero: lowest compared OMol25 entry of this formula, charge and spin): 0.0 kJ/mol
Multiplicity: 4
E_HOMO (alpha / beta): -3.486 / -3.486 eV
Charge: -1

---

The following is a quantum chemistry calculation of C39H55IN11O2Si4TeY as an isolated structure at a distorted geometry, from OMol25.

XYZ file:
```
114
C39H55IN11O2Si4TeY ωB97M-V/def2-TZVPD
I -4.429 2.692 -3.142
Te 0.585 0.488 1.170
Y 0.098 -1.439 -0.822
Si -2.505 3.409 0.932
Si 1.340 4.214 1.487
Si -0.482 2.692 1.925
Si -0.791 2.360 4.284
O 1.501 -4.340 -7.212
O -2.279 -1.936 -0.950
N 3.184 -1.606 0.246
N 2.376 -0.352 -1.598
N 1.246 -3.008 -2.730
N -1.203 -0.190 -2.940
N -1.640 -1.528 3.494
N -2.002 -1.692 1.260
N 2.026 -2.301 0.285
N -4.059 -2.417 0.378
N 3.779 1.258 -2.545
N -0.208 -3.811 0.426
N 2.302 -2.271 -6.836
C 1.344 -4.278 -2.329
C 1.644 -5.328 -3.180
C 0.700 -3.893 1.435
C 1.871 -3.075 1.325
C 1.874 -3.494 -6.436
C 0.797 5.984 1.934
C 4.656 -0.045 -0.742
C 6.050 1.637 -1.817
C -0.746 4.014 5.220
C -0.608 -5.557 2.579
C -3.237 0.405 -4.758
C 7.087 1.316 -0.962
C -2.521 1.557 4.506
C -1.397 -0.927 -4.037
C -4.564 -2.538 1.626
C -1.258 -4.624 0.480
C -2.034 0.830 -2.731
C -2.158 4.390 -0.672
C 3.363 -0.707 -0.676
C 4.841 0.966 -1.700
C -2.372 -0.651 -4.981
C 2.630 0.576 -2.463
C 2.867 3.658 2.488
C 5.727 -0.367 0.096
C 1.800 4.097 -0.371
C 6.924 0.312 -0.011
C -4.850 -2.749 -0.785
C 0.537 1.203 5.029
C -2.479 -1.807 2.500
C 1.508 -2.753 -4.016
C 1.829 -5.066 -4.524
C 1.785 -3.741 -4.955
C 0.524 -4.776 2.515
C -1.525 -5.483 1.532
C -3.079 1.140 -3.591
C -3.816 -2.248 2.722
C -3.318 4.651 2.119
C -3.712 1.936 0.687
C -2.753 -2.001 0.202
H -1.869 1.427 -1.838
H -5.539 -3.559 -0.558
H -4.139 5.173 1.636
H -1.471 5.201 -0.450
H -4.214 -2.360 3.716
H 1.991 -5.848 -5.252
H 1.623 6.687 1.870
H 3.099 2.615 2.289
H 2.693 4.672 -0.595
H 1.856 0.834 -3.179
H 1.160 -4.462 -1.279
H 0.254 4.434 5.235
H -0.753 -1.784 -4.175
H -3.986 1.525 1.655
H -2.601 5.401 2.438
H 0.415 6.028 2.948
H -0.749 -1.113 3.249
H -2.453 -1.254 -5.871
H 1.007 4.471 -1.009
H 0.249 0.827 6.005
H -5.416 -1.878 -1.119
H -3.069 4.839 -1.059
H -5.579 -2.902 1.697
H -0.779 -6.223 3.413
H 0.749 0.350 4.390
H 3.906 1.999 -3.223
H -2.793 0.932 3.660
H -1.917 -4.593 -0.377
H 5.595 -1.158 0.813
H 1.461 -1.711 -4.315
H -3.282 2.324 4.595
H -4.630 2.256 0.202
H 2.420 -2.153 -7.831
H -4.170 -3.053 -1.579
H 7.743 0.062 0.645
H -1.951 -1.490 4.450
H -3.711 4.174 3.010
H 2.624 -3.105 2.109
H 1.995 3.063 -0.648
H 8.026 1.837 -1.041
H 2.702 3.760 3.555
H 3.748 4.244 2.242
H -4.010 0.645 -5.469
H 1.473 1.737 5.157
H 6.168 2.394 -2.577
H -2.407 -6.102 1.520
H -2.578 0.951 5.404
H 1.694 -6.331 -2.793
H 2.809 -1.643 -6.236
H -1.406 4.748 4.770
H -1.060 3.892 6.252
H -3.286 1.121 0.102
H 1.285 -4.837 3.277
H -1.713 3.803 -1.470
H 0.016 6.344 1.272
```

Relative energy (zero: lowest compared OMol25 entry of this formula, charge and spin): 126.6 kJ/mol
E_HOMO: -11.275 eV
Charge: +2

---

The following is a quantum chemistry calculation of C39H57BN5P2PtS as an isolated structure, from OMol25.

XYZ file:
```
106
C39H57BN5P2PtS ωB97M-V/def2-TZVPD
Pt -0.844 0.258 -0.433
S -0.616 0.610 -7.197
P -1.673 -1.911 0.147
P -1.871 2.360 0.139
N 2.697 -0.029 -0.928
N -0.682 0.213 -2.672
N -1.244 -0.722 2.491
N -0.733 1.521 2.385
N 3.343 2.612 -8.226
C -3.670 2.459 0.666
C -4.332 -1.737 -0.522
C 0.157 3.675 -1.172
C 0.458 0.539 -3.294
C -4.551 2.435 -0.585
C -1.765 0.145 -4.802
C -3.206 -2.778 -0.514
C -1.379 3.710 -1.071
C -0.430 -4.490 0.117
C 5.318 0.273 -0.042
C 2.974 0.621 0.201
C 4.261 0.798 0.684
C -1.808 5.104 -0.603
C -4.025 3.671 1.536
C 1.163 2.722 -7.244
C -0.580 0.502 -5.448
C 0.459 -2.779 -1.480
C -1.948 3.458 -2.471
C -0.142 -2.999 -0.089
C -2.105 -0.685 4.860
C -2.958 -3.237 -1.953
C -1.897 -1.901 1.987
C -3.955 1.201 1.496
C -3.676 -3.964 0.338
C 2.384 3.278 -7.587
C -1.546 -0.136 3.722
C -1.482 2.070 4.733
C -2.050 1.512 5.878
C -0.905 2.771 1.681
C -1.768 0.018 -3.432
C -2.356 0.160 5.940
C 1.921 0.686 -8.238
C 0.553 0.696 -4.662
C 0.914 -2.589 0.950
C 5.044 -0.409 -1.217
C 0.935 1.390 -7.567
C 3.103 1.348 -8.548
C 3.722 -0.531 -1.615
C -1.239 1.240 3.657
B -0.744 0.300 1.612
H -2.792 -0.248 6.842
H 2.600 4.312 -7.344
H 1.504 0.960 -5.100
H -4.056 -0.836 -1.074
H 0.553 2.659 -1.265
H 0.619 -2.851 1.966
H 6.337 0.391 0.303
H -4.624 -1.442 0.486
H 1.780 -0.351 -8.510
H -1.510 5.313 0.426
H -1.430 3.507 2.290
H -0.210 -3.076 -2.286
H 5.835 -0.840 -1.815
H -3.665 0.298 0.957
H 1.321 0.651 -2.648
H -5.581 2.225 -0.286
H -0.910 -4.695 1.075
H 2.115 1.006 0.745
H -3.791 4.626 1.075
H 0.638 4.144 -0.314
H -2.288 -4.093 -2.006
H -5.102 3.652 1.720
H -1.615 2.505 -2.878
H 1.833 -3.134 0.720
H -2.969 -1.870 2.217
H 0.459 4.235 -2.059
H 3.894 0.828 -9.076
H 3.472 -1.067 -2.528
H 0.754 -1.737 -1.621
H -2.679 -0.014 -5.358
H 4.426 1.333 1.609
H 0.406 3.311 -6.743
H -1.240 3.125 4.693
H -2.883 5.250 -0.694
H 1.365 -3.385 -1.559
H -5.027 1.155 1.698
H -2.344 -1.740 4.912
H 0.056 3.199 1.397
H -4.551 3.392 -1.105
H -3.440 1.217 2.457
H -1.031 -4.923 -0.679
H -2.250 2.144 6.732
H -3.539 3.621 2.511
H -3.839 -3.687 1.380
H -1.325 5.848 -1.241
H -4.637 -4.305 -0.055
H -3.034 3.487 -2.501
H -4.241 1.656 -1.287
H -1.503 -2.833 2.403
H -1.582 4.247 -3.132
H -5.211 -2.177 -0.998
H 0.528 -5.016 0.120
H -2.539 -2.443 -2.574
H 1.142 -1.524 0.911
H -2.681 -0.226 -2.905
H -2.994 -4.809 0.308
H -3.910 -3.539 -2.395
```

Relative energy (zero: lowest compared OMol25 entry of this formula, charge and spin): 0.0 kJ/mol
Multiplicity: 3
E_HOMO (alpha / beta): -8.116 / -10.038 eV
Charge: +1

---

no.,M (g/mol)
1,1282.9
2,954.8
3,1165.7
4,895.8